Entry 1:
This record from the Open Molecules 2025 dataset describes a cluster of 2 separate species, C10H16 in total in a non-equilibrium geometry. The level of theory is ωB97M-V with the def2-TZVPD basis set.

structure (SMILES): Cc1ccccc1.CCC
energy relative to the best compared isomer or geometry (same formula, charge and spin): 87.6 kJ/mol
largest force on an atom: 2.5 eV/A
lowest unoccupied orbital energy: 0.99 eV
highest occupied orbital energy: -9.0 eV
orbital gap: 0.36889 Eh

Positions of all 26 atoms, in Å:
C 1.5645 -0.1231 2.0242
C -0.7233 2.3535 0.4074
C -0.2728 1.1524 0.8688
C 0.0379 3.5457 0.2886
C 1.0491 1.1502 1.4156
C 1.2197 3.5417 0.9644
C 1.7217 2.3293 1.5503
H -1.7536 2.4182 0.0580
H -0.9041 0.2821 0.8997
H -0.3126 4.3962 -0.2756
H 1.9041 4.3780 0.9937
H 1.6987 -0.8953 1.2564
H 0.9072 -0.4608 2.8211
H 2.7276 2.4798 1.9172
H 2.5914 -0.0081 2.3735
C -1.3112 -2.9550 -1.8034
C -1.8627 -2.1044 -0.6693
C -0.0238 -2.3656 -2.4101
H -1.1632 -3.9775 -1.4640
H -2.0135 -3.0577 -2.6364
H -2.5792 -1.3172 -0.8878
H -0.1377 -2.2833 -3.4919
H 0.0644 -1.3052 -2.1344
H 0.9113 -2.7882 -2.0506
H -2.3177 -2.7270 0.1122
H -1.0223 -1.6588 -0.1275

Cartesian forces (eV/Å) of the 2 atoms listed first:
C 0.872 -0.140 -0.733
C -1.409 0.881 -1.388

=====

Entry 2:
This record from the Open Molecules 2025 dataset describes a structure of composition C5H9NO. The level of theory is ωB97M-V with the def2-TZVPD basis set.

energy relative to the best compared isomer or geometry (same formula, charge and spin): 567.1 kJ/mol
largest force on an atom: 0.6 eV/A
lowest unoccupied orbital energy: 0.85 eV
highest occupied orbital energy: -8.4 eV
orbital gap: 0.33935 Eh

Positions of all 16 atoms, in Å:
C -1.9946 -0.3842 -1.5986
C -1.4084 0.2491 -0.0309
N -2.4724 -0.5071 0.1813
O -0.2604 -0.2761 0.4836
C 0.8527 0.5829 0.3650
C 2.2021 -0.0455 0.2762
C 1.7705 0.6712 1.5361
H -2.4353 0.4931 -2.0594
H -0.9888 -0.5885 -1.9746
H -2.6100 -1.2709 -1.7871
H -2.2110 -1.3729 0.7011
H 0.6328 1.4762 -0.2124
H 2.2440 -1.1299 0.3141
H 2.9466 0.4194 -0.3645
H 1.5188 0.0506 2.3909
H 2.2134 1.6327 1.7793

Cartesian forces (eV/Å) of the 2 atoms listed first:
C -0.131 -0.159 -0.557
C -0.100 -0.084 0.357

=====

Entry 3:
This record from the Open Molecules 2025 dataset describes a structure of composition C2H8BrO2Y in a non-equilibrium geometry. The level of theory is ωB97M-V with the def2-TZVPD basis set.

largest force on an atom: 4.6 eV/A
lowest unoccupied orbital energy: -14.17 eV
net charge: +2
highest occupied orbital energy: -17.4 eV
orbital gap: 0.11695 Eh

Positions of all 14 atoms, in Å:
Y 0.3539 0.9787 0.9284
Br -0.6526 3.3460 2.5362
C 1.0809 -2.2657 0.5522
O 1.4849 -0.9886 0.0352
H 0.4810 -2.9582 0.1058
H 2.0024 -2.5823 0.9740
H 0.5855 -1.9657 1.4953
H 1.8314 -0.7587 -0.8583
C -1.4433 1.4941 -1.9634
O -0.8954 1.6949 -0.6834
H -2.4246 1.2218 -2.2518
H -1.4015 2.4912 -2.5270
H -0.9786 0.8374 -2.7026
H -0.0241 -0.5448 4.3595

Cartesian forces (eV/Å) of the 2 atoms listed first:
Y -2.637 1.958 -3.078
Br 0.612 -1.610 -0.225

=====

Entry 4:
This record from the Open Molecules 2025 dataset describes a cluster of 2 separate species, C5H12NS in total in a non-equilibrium geometry. The level of theory is ωB97M-V with the def2-TZVPD basis set.

energy relative to the best compared isomer or geometry (same formula, charge and spin): 172.3 kJ/mol
largest force on an atom: 4.3 eV/A
lowest unoccupied orbital energy: -5.19 eV
net charge: +1
highest occupied orbital energy: -13.3 eV
orbital gap: 0.29833 Eh

Positions of all 19 atoms, in Å:
C -0.3221 -1.9882 -0.1607
C -0.3331 -0.7080 0.2102
C -1.6190 0.0545 0.2240
C 0.5630 1.2340 1.4952
C 0.8062 -0.0954 0.8133
N 1.9420 -0.7054 0.8371
S 0.6056 0.8314 -2.4629
H 0.3710 -2.7370 -0.2349
H -1.2483 -2.1335 -0.6780
H -1.4160 0.8583 -0.4889
H -1.8959 0.5418 1.1878
H -2.4768 -0.4667 -0.1613
H 1.2907 1.1995 2.3696
H 0.7555 2.1192 0.8475
H -0.3870 1.1623 1.8889
H 2.6323 -0.4301 1.4219
H 0.2745 2.0171 -3.0096
H 2.0290 -1.5667 0.3643
H 1.9171 1.1784 -2.1546

Cartesian forces (eV/Å) of the 2 atoms listed first:
C -2.460 2.126 -1.168
C -0.465 -1.115 1.006

=====

Entry 5:
This record from the Open Molecules 2025 dataset describes a structure of composition C26H30Cl3FeGe2N4S2Te. The level of theory is ωB97M-V with the def2-TZVPD basis set.

spin multiplicity: 6
energy relative to the best compared isomer or geometry (same formula, charge and spin): 0.6 kJ/mol
largest force on an atom: 0.6 eV/A
lowest unoccupied orbital energy (spin up / spin down): -1.09 / -2.30 eV
highest occupied orbital energy (spin up / spin down): -8.3 / -8.5 eV
orbital gap (spin up / spin down): 0.26529 / 0.22772 Eh

Positions of all 69 atoms, in Å:
Fe 1.2487 -1.5341 -0.1490
C 3.4062 -0.1050 -2.1521
C 2.1212 -0.3540 -2.8757
C 2.0543 -0.1087 -4.2659
C 0.8942 -0.3263 -4.9355
C -0.2388 -0.7969 -4.2365
C -1.4634 -1.0520 -4.8911
C -2.5334 -1.5315 -4.1927
C -2.4067 -1.7799 -2.8153
C -1.2314 -1.5346 -2.1517
S -1.1270 -1.9652 -0.4340
C -0.1060 -1.0277 -2.8524
N 1.0753 -0.7928 -2.1943
H 4.2043 0.1253 -2.8536
H 3.7041 -0.9804 -1.5729
H 3.2976 0.7353 -1.4656
H 2.9409 0.2441 -4.7723
H 0.8221 -0.1522 -6.0020
H -1.5303 -0.8685 -5.9559
H -3.4708 -1.7387 -4.6898
H -3.2433 -2.1891 -2.2637
Cl 1.8889 -5.6264 -0.0210
Ge 2.3074 -3.7001 -0.9860
Cl 1.6193 -4.0848 -3.0649
Cl 4.4856 -3.7547 -1.2375
C 0.2823 2.4329 2.6981
C -0.9649 2.8895 1.9491
C -0.8277 2.8013 0.4277
C -0.4804 1.3968 -0.0767
Ge -1.7453 0.0318 0.5206
C -3.5538 0.3789 -0.1275
C -4.3301 1.3493 0.7695
C -5.7904 1.5144 0.3484
C -5.9566 2.1191 -1.0405
H 0.1802 2.6011 3.7703
H 1.1607 2.9833 2.3581
H 0.4774 1.3665 2.5573
H -1.1921 3.9226 2.2211
H -1.8297 2.2997 2.2793
H -0.0513 3.4977 0.0995
H -1.7589 3.1344 -0.0419
H 0.5243 1.1290 0.2520
H -0.4761 1.3740 -1.1687
H -1.6701 -0.2949 2.0162
H -4.0784 -0.5799 -0.1846
H -3.4754 0.7568 -1.1486
H -3.8451 2.3310 0.7590
H -4.2943 1.0019 1.8059
H -6.2947 2.1481 1.0818
H -6.2858 0.5395 0.3901
H -5.4376 3.0777 -1.1124
H -7.0079 2.2932 -1.2694
H -5.5587 1.4654 -1.8181
N 2.4341 -0.3377 0.8647
C 3.1455 0.3656 1.4606
C 3.9515 1.2770 2.0913
C 4.9247 0.8836 3.0450
N 5.7184 0.5584 3.8138
C 3.7990 2.6293 1.6878
N 3.6346 3.7107 1.3221
Te 0.4453 -3.2439 2.6347
C 2.0232 -2.9119 3.8938
C 3.2840 -2.4445 3.5979
C 4.1354 -2.3890 4.7244
C 3.5091 -2.8183 5.8618
S 1.9038 -3.2980 5.5696
H 3.5888 -2.1760 2.5961
H 5.1468 -2.0147 4.6930
H 3.9170 -2.8528 6.8594

Cartesian forces (eV/Å) of the 2 atoms listed first:
Fe 0.096 -0.554 0.010
C 0.005 -0.011 -0.008

=====

Entry 6:
This record from the Open Molecules 2025 dataset describes a structure of composition C28H30AuN3O2S4 in a non-equilibrium geometry. The level of theory is ωB97M-V with the def2-TZVPD basis set.

energy relative to the best compared isomer or geometry (same formula, charge and spin): 95.0 kJ/mol
largest force on an atom: 1.9 eV/A
lowest unoccupied orbital energy: -7.88 eV
net charge: +2
highest occupied orbital energy: -13.6 eV
orbital gap: 0.20933 Eh

Positions of all 68 atoms, in Å:
Au -0.3136 2.0343 0.5104
O -1.1311 0.6978 2.0727
S -1.8859 -0.6134 2.1804
C -3.1520 -0.5067 0.8368
C -3.4685 -1.7825 0.0661
C -2.7703 -1.8827 -1.2961
C -3.2149 -0.8297 -2.3045
S -1.9757 0.5225 -2.5900
O -1.4378 0.8403 -1.2250
C -0.6525 -0.4459 -3.3642
C 0.6281 -0.3138 -2.8544
C 1.6764 -0.9933 -3.4496
C 1.4400 -1.7916 -4.5584
C 0.1578 -1.9035 -5.0760
C -0.8934 -1.2161 -4.4914
C -0.8079 -1.8787 1.4848
C -0.9310 -3.1587 2.0023
C -0.1662 -4.1808 1.4679
C 0.7192 -3.9159 0.4338
C 0.8602 -2.6239 -0.0503
C 0.0942 -1.5968 0.4768
H -2.7575 0.2710 0.1857
H -4.0323 -0.1270 1.3526
H -4.5465 -1.8330 -0.0933
H -3.1921 -2.6619 0.6503
H -2.9922 -2.8681 -1.7079
H -1.6870 -1.8326 -1.1639
H -4.1282 -0.3224 -1.9991
H -3.3804 -1.2586 -3.2880
H 0.7908 0.3229 -1.9976
H 2.6749 -0.8887 -3.0513
H 2.2592 -2.3150 -5.0272
H -0.0240 -2.5207 -5.9419
H -1.8819 -1.2807 -4.9177
H -1.6143 -3.3491 2.8146
H -0.2624 -5.1827 1.8553
H 1.2973 -4.7195 0.0041
H 1.5534 -2.4133 -0.8505
H 0.1857 -0.5868 0.1046
S 2.2037 4.0672 -2.6162
C 0.6536 4.7803 -2.6444
C -0.2042 4.2579 -1.7017
C 0.3912 3.2557 -0.9420
C 1.7092 3.0207 -1.3106
C 2.5438 2.0299 -0.7066
C 3.8142 1.6840 -1.1893
C 4.5233 0.6838 -0.5562
C 3.9701 0.0544 0.5534
C 2.7105 0.4521 0.9710
N 2.0269 1.3977 0.3593
H 0.4397 5.5639 -3.3472
H -1.2137 4.6063 -1.5747
H 4.2021 2.1858 -2.0609
H 5.4998 0.4010 -0.9146
H 4.5027 -0.7130 1.0894
H 2.2398 0.0091 1.8375
S -0.2340 3.7134 2.5078
C -0.1557 2.5979 3.7920
N 0.9251 1.9057 4.1290
C 0.6902 1.0622 5.2888
C -0.7813 1.3733 5.6388
N -1.1506 2.3485 4.6273
H 1.8284 2.0139 3.7003
H 1.3759 1.3172 6.1006
H 0.8388 0.0121 5.0245
H -0.8887 1.7973 6.6408
H -1.4226 0.4924 5.5577
H -2.0760 2.7347 4.5452

Cartesian forces (eV/Å) of the 2 atoms listed first:
Au -0.382 0.577 0.246
O 0.527 0.772 -0.020

=====

What is the largest force on an atom in the second record?
0.6 eV/A